# 1
ORCA calculation (the ωB97M-V functional and the def2-TZVPD basis) on a structure of composition C28H45AsF9O27 at a distorted geometry.

Each line ends with the Mulliken charge.
Cartesian coordinates (Å):
1 As 0.094 -0.244 -0.243  2.153
2 F -0.159 -1.707 -1.320  -0.596
3 F -1.090 0.655 -1.308  -0.387
4 F 0.426 1.279 0.818  -0.522
5 F 1.230 -1.258 0.794  -0.507
6 F 1.439 0.298 -1.198  -0.531
7 F -1.391 -0.733 0.651  -0.240
8 C -3.739 -2.542 1.582  0.613
9 C -4.192 -3.883 1.203  0.227
10 O -5.518 -3.677 1.470  -0.314
11 C -5.650 -2.977 2.571  0.646
12 O -6.643 -3.003 3.374  -0.644
13 O -4.567 -2.240 2.682  -0.251
14 F -3.706 -4.856 1.960  -0.300
15 H -3.882 -1.808 0.789  -0.482
16 H -2.669 -2.563 1.791  0.063
17 H -4.086 -4.200 0.166  0.356
18 C 0.534 4.652 -1.643  -0.370
19 C -0.702 3.874 -1.589  1.220
20 O -1.306 3.956 -2.784  -0.272
21 C -0.297 4.271 -3.691  0.481
22 O -0.448 4.219 -4.873  -0.523
23 O 0.859 4.549 -3.041  -0.292
24 F -1.449 4.513 -0.599  -0.360
25 H 1.286 4.019 -1.172  0.225
26 H 0.581 5.589 -1.089  0.273
27 H -0.534 2.824 -1.353  -0.366
28 C -3.854 0.032 -1.596  0.345
29 C -3.870 1.422 -2.141  0.683
30 O -5.268 1.729 -2.069  -0.337
31 C -5.950 0.538 -2.036  0.474
32 O -7.163 0.413 -2.013  -0.576
33 O -5.102 -0.442 -2.000  -0.442
34 F -3.484 1.519 -3.463  -0.366
35 H -3.835 0.211 -0.521  -0.320
36 H -2.906 -0.431 -1.870  0.386
37 H -3.362 2.227 -1.610  -0.014
38 C 4.020 -1.757 2.751  -0.624
39 O 3.621 -0.507 3.380  -0.106
40 C 4.366 -0.151 4.418  0.642
41 O 5.448 -0.708 4.750  -0.639
42 O 3.895 0.981 4.978  -0.258
43 C 4.474 1.719 6.132  -0.678
44 H 4.690 -2.323 3.398  0.436
45 H 4.446 -1.652 1.753  0.194
46 H 3.059 -2.254 2.620  0.189
47 H 4.818 0.922 6.790  0.330
48 H 3.738 2.374 6.598  0.237
49 H 5.390 2.288 5.972  0.284
50 C -6.662 0.702 2.032  -0.796
51 O -5.314 1.015 2.351  -0.329
52 C -4.649 1.962 1.663  0.831
53 O -5.097 2.852 0.939  -0.619
54 O -3.470 1.917 2.199  -0.246
55 C -2.496 2.760 1.597  -0.479
56 H -6.851 0.039 1.187  0.258
57 H -7.271 1.594 1.878  0.375
58 H -7.230 0.277 2.859  0.315
59 H -1.613 2.731 2.235  0.294
60 H -2.873 3.779 1.512  0.439
61 H -2.319 2.253 0.649  -0.111
62 C -0.135 -0.304 3.883  0.055
63 O -0.817 0.077 5.096  -0.376
64 C -0.769 1.388 5.442  0.845
65 O -0.135 2.275 4.935  -0.581
66 O -1.350 1.424 6.589  -0.378
67 C -1.575 2.634 7.348  -0.622
68 H 0.888 -0.027 4.139  0.145
69 H -0.315 0.249 2.961  -0.138
70 H -0.301 -1.350 3.628  0.248
71 H -2.032 3.419 6.746  0.280
72 H -0.559 2.925 7.612  0.285
73 H -2.229 2.467 8.204  0.221
74 C 5.835 -1.303 -3.042  -0.473
75 O 6.184 0.066 -3.240  -0.405
76 C 5.704 1.163 -2.534  0.656
77 O 6.028 2.305 -2.722  -0.558
78 O 5.022 0.684 -1.446  -0.164
79 C 4.500 1.484 -0.465  -0.545
80 H 4.771 -1.525 -3.125  0.163
81 H 6.245 -1.638 -2.089  0.260
82 H 6.364 -2.036 -3.651  0.332
83 H 3.963 2.380 -0.776  0.262
84 H 5.348 1.821 0.131  0.368
85 H 3.896 0.788 0.117  0.102
86 C 1.732 1.492 -4.413  -0.393
87 O 1.317 0.498 -5.355  -0.204
88 C 0.067 0.119 -5.304  0.969
89 O -0.855 0.832 -4.849  -0.077
90 O -0.023 -0.994 -6.118  -0.237
91 C -1.228 -1.758 -6.441  -0.604
92 H 1.299 1.403 -3.416  -0.057
93 H 1.565 2.516 -4.746  0.418
94 H 2.776 1.332 -4.143  0.262
95 H -2.064 -1.337 -5.882  0.307
96 H -1.182 -2.818 -6.194  0.260
97 H -1.364 -1.444 -7.476  0.321
98 C 2.989 -3.388 -0.948  -0.761
99 C 3.333 -4.612 -1.782  0.221
100 C 2.097 -5.339 -2.410  -0.466
101 O 2.051 -4.663 -3.626  -0.364
102 C 3.283 -4.192 -3.970  0.669
103 O 3.557 -3.808 -5.072  -0.545
104 O 4.057 -4.226 -2.869  -0.332
105 H 3.946 -3.014 -0.585  0.137
106 H 2.287 -3.489 -0.120  0.442
107 H 2.584 -2.626 -1.614  0.025
108 H 3.973 -5.287 -1.212  0.334
109 H 1.205 -5.232 -1.792  0.340
110 H 2.317 -6.374 -2.673  0.286

As for the expectation value of S²: 0.756. The net charge is 0. Its HOMO energy (spin up / spin down) is -10.4 / -10.4 eV. The multiplicity is 2. The HOMO-LUMO gap (spin up / spin down) comes out at 8.56 / 2.75 eV.


# 2
ORCA calculation (the ωB97M-V functional and the def2-TZVPD basis) on a cluster of 5 separate species, C28H45BF6NO10 in total at a distorted geometry.

Each line ends with the Mulliken charge.
Cartesian coordinates (Å):
1 C 2.515 5.627 3.098  -0.841
2 C 2.255 4.006 3.415  -0.075
3 C 0.802 3.650 2.746  0.001
4 F 0.661 4.019 1.318  -0.447
5 B 0.364 2.045 2.900  0.667
6 N -0.019 1.859 4.387  -0.841
7 C -0.978 1.850 1.971  -0.644
8 C -1.972 0.629 2.430  -0.163
9 C -3.149 0.284 1.308  -0.056
10 C -3.544 1.551 0.346  0.406
11 O -4.601 2.333 0.699  -0.663
12 O -2.838 1.867 -0.928  -0.456
13 C 1.669 1.156 2.443  -0.183
14 C 1.336 -0.366 1.937  0.047
15 C 2.621 -0.825 0.969  -0.604
16 C 4.066 -0.779 1.742  0.925
17 F 3.959 -0.897 3.238  -0.314
18 F 4.801 -2.028 1.315  -0.349
19 C 5.040 0.474 1.324  0.597
20 F 6.258 -0.088 0.629  -0.300
21 F 5.565 1.147 2.548  -0.250
22 F 4.446 1.441 0.373  -0.221
23 H 3.650 5.829 3.361  0.231
24 H 1.768 6.329 3.662  0.367
25 H 2.444 5.761 1.913  0.095
26 H 2.253 3.880 4.580  0.241
27 H 3.172 3.450 2.944  -0.116
28 H -0.011 4.251 3.355  0.122
29 H -0.998 2.255 4.521  0.178
30 H -0.033 0.828 4.621  0.219
31 H -0.609 1.690 0.860  0.035
32 H -1.616 2.857 1.983  0.202
33 H -2.455 0.858 3.488  0.206
34 H -1.384 -0.397 2.578  0.015
35 H -4.079 -0.149 1.908  0.175
36 H -2.722 -0.567 0.596  0.227
37 H -2.760 2.865 -1.002  0.339
38 H 2.208 1.734 1.581  -0.085
39 H 2.398 1.128 3.387  0.033
40 H 0.388 -0.475 1.260  -0.024
41 H 1.190 -1.146 2.829  0.109
42 H 2.407 -1.972 0.718  -0.139
43 H 2.590 -0.266 -0.062  0.417
44 O 4.998 7.267 1.395  -0.569
45 C 5.564 6.528 0.606  0.520
46 O 6.867 6.666 0.220  -0.371
47 C 7.162 5.701 -0.788  -0.489
48 C 6.134 4.614 -0.610  -0.433
49 C 4.932 5.374 -0.111  0.158
50 H 7.089 6.185 -1.767  0.250
51 H 8.180 5.326 -0.652  0.330
52 H 5.945 4.047 -1.525  0.365
53 H 6.469 3.909 0.161  0.163
54 H 4.322 5.756 -0.934  0.258
55 H 4.329 4.769 0.570  -0.201
56 O -0.331 -5.203 -0.163  -0.625
57 C 0.803 -5.238 0.287  0.401
58 O 1.446 -4.167 0.838  -0.284
59 C 2.786 -4.539 1.156  -0.244
60 C 2.766 -6.040 1.272  -0.610
61 C 1.706 -6.434 0.275  -0.326
62 H 3.445 -4.192 0.352  0.268
63 H 3.089 -4.061 2.093  0.275
64 H 3.740 -6.500 1.080  0.340
65 H 2.448 -6.331 2.280  0.275
66 H 2.119 -6.560 -0.730  0.250
67 H 1.173 -7.334 0.590  0.281
68 O -3.770 -1.115 -1.085  -0.607
69 C -4.823 -1.727 -1.009  0.476
70 O -5.682 -1.652 0.049  -0.311
71 C -6.750 -2.577 -0.149  -0.465
72 C -6.788 -2.829 -1.633  -0.535
73 C -5.339 -2.697 -2.028  -0.092
74 H -6.535 -3.487 0.422  0.264
75 H -7.686 -2.143 0.216  0.330
76 H -7.227 -3.796 -1.895  0.345
77 H -7.376 -2.046 -2.127  0.249
78 H -4.801 -3.643 -1.925  0.252
79 H -5.234 -2.299 -3.040  0.010
80 O -5.686 -5.106 -5.122  -0.603
81 C -5.533 -4.107 -5.806  0.530
82 O -5.987 -2.865 -5.466  -0.332
83 C -5.729 -1.962 -6.541  -0.376
84 C -4.610 -2.591 -7.329  -0.540
85 C -4.867 -4.066 -7.148  -0.358
86 H -6.644 -1.853 -7.133  0.254
87 H -5.447 -0.984 -6.141  0.319
88 H -4.590 -2.276 -8.375  0.329
89 H -3.645 -2.328 -6.877  0.272
90 H -5.557 -4.454 -7.901  0.255
91 H -3.936 -4.637 -7.143  0.270

The net charge is -1. Its HOMO energy is -4.1 eV. The multiplicity is 1. The HOMO-LUMO gap comes out at 5.99 eV.